Record 1
DFT (wB97M-V/def2-TZVPD) results for C20H24F12N10O8S4Zn as an isolated structure at a distorted geometry.

XYZ file:
```
79
Properties=species:S:1:pos:R:3:forces:R:3:mulliken_charge:R:1
Zn -2.49795 -0.39388 -0.87991 0.404 0.000 0.326 -0.4393
C -1.69606 -0.69087 -4.77949 -0.513 -0.372 -2.257 0.5399
F -2.57429 0.16567 -5.28017 -0.168 0.387 0.553 -0.2354
F -1.21021 -1.36598 -5.85191 -0.159 -0.083 1.004 -0.2191
F -0.69408 -0.06298 -4.21125 -0.375 -0.033 0.355 -0.1097
S -2.49491 -1.96917 -3.64670 3.306 -1.744 2.018 0.8195
O -3.14196 -3.04543 -4.37151 0.257 2.253 0.734 -0.4994
O -1.29319 -2.32818 -2.89797 -1.013 0.334 -0.470 -0.5316
N -3.36980 -1.10555 -2.40950 -1.280 -2.133 -4.304 0.3265
S -4.91945 -1.26555 -2.88278 -5.038 2.679 0.004 0.9427
O -5.81144 -0.34501 -2.17252 1.903 -1.002 0.512 -0.6778
O -5.19407 -1.18351 -4.31216 1.664 -1.102 1.491 -0.5769
C -5.51556 -2.94781 -2.15401 0.653 -0.906 -2.103 0.6807
F -4.50911 -3.83003 -2.22278 0.139 -0.127 0.043 -0.2073
F -5.85803 -2.86749 -0.90876 -0.534 0.665 1.155 -0.2096
F -6.53851 -3.45805 -2.86748 0.568 0.815 0.361 -0.2391
C -0.05549 -1.46887 2.56991 -1.436 1.191 1.060 0.7155
F -0.77170 -2.54115 2.82005 -0.596 -0.809 -0.329 -0.2266
F -0.71850 -0.41774 3.06223 -0.197 0.013 -0.768 -0.2086
F 1.03634 -1.56248 3.25056 1.743 -0.085 -0.151 -0.1814
S 0.20106 -1.37835 0.70246 -0.037 -3.687 -4.124 0.4291
O 1.61745 -1.22447 0.39082 -2.244 0.622 0.761 -0.5232
O -0.35414 -2.64950 0.14886 0.273 3.262 1.732 -0.1988
N -0.85502 -0.01881 0.07356 3.457 -2.556 2.462 0.5231
S 0.06102 1.24756 0.44501 -1.203 5.740 0.177 0.5217
O -0.82784 2.39944 0.65483 0.575 -1.650 -1.372 -0.6060
O 1.02609 1.18632 1.50918 0.085 -1.554 -0.649 -0.3521
C 1.00632 1.64941 -1.26087 -1.519 0.631 1.760 0.4201
F 2.32678 1.82929 -1.00837 -1.501 -0.803 -1.109 -0.0942
F 0.59488 0.77001 -2.16322 1.759 -0.375 0.247 -0.1252
F 0.48551 2.81396 -1.70378 0.921 0.183 0.362 -0.2084
C 5.49706 3.31789 -2.12018 -0.008 1.203 0.246 -0.3348
C 5.88692 4.57212 -1.42742 0.548 1.160 0.969 0.3036
N 6.16112 5.56755 -0.88539 -0.568 -1.848 -1.053 -0.4415
H 4.41400 3.39048 -2.21924 -0.012 -0.392 -0.107 -0.0435
H 5.77860 2.42758 -1.55787 0.020 0.121 -0.121 0.2238
H 5.94644 3.35566 -3.11252 -0.018 -0.332 0.067 0.3182
C 1.78447 3.21837 4.54479 -1.483 -0.218 1.161 -0.6295
C 0.45408 2.61494 4.85028 -1.496 -1.258 -0.006 0.4118
N -0.57926 2.14160 5.12581 2.210 1.044 -0.571 -0.5077
H 2.38465 2.96873 5.41975 0.379 0.003 -0.232 0.3535
H 1.55062 4.28112 4.60786 0.615 0.132 -0.531 0.2892
H 2.22229 2.88738 3.60306 -0.269 0.214 0.160 0.1390
C 2.81461 -2.98737 5.40266 -0.801 0.180 0.581 -0.8756
C 3.42021 -2.81340 4.10864 0.139 0.065 0.292 0.5018
N 3.89169 -2.67840 3.07802 0.337 0.073 -0.663 -0.4105
H 2.18065 -3.87360 5.37436 0.315 -0.214 0.256 0.2724
H 2.12603 -2.17203 5.62442 0.069 0.205 -0.199 0.2392
H 3.53811 -2.98777 6.21792 0.052 -0.369 -0.203 0.3355
C -4.18975 -3.49806 2.22409 -0.067 -1.139 1.257 -1.2071
C -3.63217 -2.59923 1.31708 0.547 3.013 -4.387 0.6481
N -3.31021 -1.84252 0.48664 -0.388 -1.262 2.169 -0.1814
H -3.44519 -3.45714 3.01911 -0.512 -0.455 0.738 0.3416
H -4.23568 -4.51719 1.84021 0.289 0.067 -0.147 0.3193
H -5.20202 -3.19980 2.49693 0.221 0.225 0.294 0.3620
C 4.08117 0.05941 1.28690 0.778 -0.543 -0.552 0.0355
C 4.45110 -0.54914 -0.02264 0.576 -0.423 -2.329 0.3296
N 4.79085 -0.94078 -1.07943 -0.975 1.066 2.983 -0.6033
H 3.97078 1.13841 1.17889 -0.224 -0.098 -0.096 0.1540
H 4.93834 -0.12252 1.93517 -0.133 -0.023 0.206 0.5104
H 3.18983 -0.41416 1.69841 0.278 0.227 -0.133 -0.2951
C 2.45365 5.59741 -0.73816 -0.303 0.747 0.668 -0.8446
C 2.26423 5.12291 0.64199 0.619 1.441 -4.931 0.4245
N 2.14362 4.74982 1.68416 -0.525 -1.553 4.418 -0.3180
H 3.34917 6.21844 -0.75971 0.358 -0.527 -0.235 0.3360
H 1.67318 6.32518 -0.96024 -0.322 -0.268 -0.090 0.3324
H 2.42466 4.78272 -1.46173 0.215 0.149 0.132 0.0588
C -2.10433 4.20106 -2.56371 -0.698 -0.275 0.054 -1.1903
C -2.19654 2.74615 -2.32825 0.487 -1.080 -0.245 0.2746
N -2.22306 1.59506 -2.18630 -0.329 1.653 0.387 0.1083
H -1.31151 4.52288 -3.23898 0.230 -0.534 0.209 0.3062
H -2.02464 4.71426 -1.60539 0.092 -0.093 -0.019 0.3176
H -3.03217 4.50876 -3.04593 -0.124 0.014 0.127 0.3814
C -1.49474 -5.26206 -1.16680 -0.915 -0.310 0.758 -0.0770
C -1.79871 -5.58737 0.24378 1.102 0.184 -2.836 0.3056
N -2.01577 -5.87166 1.31588 -0.673 -0.391 2.391 -0.5117
H -1.75860 -6.10151 -1.81007 0.157 -0.153 0.164 0.4113
H -0.44500 -4.99739 -1.29371 -0.342 0.359 -0.015 0.2345
H -2.23667 -4.49396 -1.38510 0.660 0.454 -0.469 -0.3577
```
Positions in Å, forces in eV/Å.

Summary:
Total energy in eV: -176772.3824
Highest occupied orbital energy in eV: -11.058
ΔE to the lowest compared entry with this formula, charge and spin in eV: 2.223

Record 2
DFT (wB97M-V/def2-TZVPD) results for a 3-piece molecular cluster, C20H24F16NO2 overall at a distorted geometry.

XYZ file:
```
63
Properties=species:S:1:pos:R:3:forces:R:3:mulliken_charge:R:1
C -3.35457 3.09137 1.99141 -0.706 -0.165 0.262 -1.1157
C -4.55952 2.47604 1.15063 1.018 1.554 -0.163 -0.2369
C -4.62209 3.22716 -0.25721 -0.636 -0.261 0.391 -0.3599
C -5.08337 2.29404 -1.44495 0.985 -0.168 0.310 -0.6652
C -4.08189 2.32582 -2.69875 -0.569 -0.603 0.807 -1.1689
C -2.71390 1.84589 -2.16836 0.612 -0.423 -0.197 0.8089
C -1.63626 2.79551 -1.89370 -0.140 -2.446 0.364 -0.5018
C -0.40012 2.28952 -1.35796 -2.140 1.257 -0.940 -0.3027
N -0.25415 0.94936 -1.14304 -0.362 0.282 -0.080 0.1955
C -1.23643 0.01811 -1.38232 -1.985 0.626 -0.826 -0.3910
C -2.51815 0.41016 -1.91277 2.146 1.724 0.715 -0.4433
H -3.25642 4.19134 1.80048 -0.062 -0.936 0.177 0.3442
H -3.57019 2.95413 3.07881 0.333 0.130 -0.792 0.3657
H -2.37685 2.58959 1.78108 -0.775 0.406 -0.018 0.1826
H -4.36482 1.38146 1.05564 -0.595 0.774 0.002 0.1635
H -5.50714 2.73572 1.67906 0.697 -0.811 -0.281 0.3344
H -5.36770 4.06693 -0.16998 0.852 -0.723 -0.039 0.3601
H -3.62565 3.71288 -0.40295 -0.758 -0.483 -0.268 0.1382
H -5.03577 1.23512 -1.05968 -0.364 0.961 -0.456 0.2941
H -6.12938 2.52124 -1.75790 0.907 -0.227 0.091 0.4330
H -4.50573 1.58246 -3.42999 0.677 0.759 0.506 0.3658
H -4.06144 3.33815 -3.16499 0.234 -0.781 0.396 0.3613
H -1.83801 3.86962 -2.09890 0.561 -0.982 0.296 0.4365
H 0.39998 3.03312 -1.12703 -0.421 -1.318 -0.091 0.4215
H 0.65459 0.64077 -0.77741 -0.430 0.033 -0.208 0.1374
H -1.04198 -1.05210 -1.16496 0.209 1.047 -0.115 0.4259
H -3.31933 -0.34324 -2.09659 0.882 0.787 0.167 0.4091
C -1.02515 -3.16452 1.26105 -0.184 -0.216 -0.767 -0.6886
C -1.61799 -2.44157 2.48635 -0.289 -0.923 0.103 0.8677
C -0.64388 -1.60540 3.32037 0.097 0.569 0.582 0.1996
F 0.35789 -2.33927 3.83534 -0.151 0.075 -0.134 -0.2237
F -1.29544 -1.04494 4.36672 -0.208 -0.054 -0.262 -0.2718
F -2.26372 -3.34028 3.25530 0.174 0.192 0.033 -0.2636
F -2.58053 -1.59072 2.01149 0.345 0.340 -0.138 -0.3071
O -0.66869 -4.53259 1.41938 0.461 0.405 0.893 -0.4178
C 0.58440 -4.82273 1.97461 -0.306 0.539 -1.187 0.7496
C 0.48051 -5.51269 3.33825 -0.060 -0.510 0.695 0.1801
F -0.22694 -4.77463 4.21736 -0.022 -0.014 -0.260 -0.2115
F 1.71142 -5.69271 3.86751 0.038 0.105 -0.373 -0.2494
F 1.33598 -3.70369 2.00829 0.219 -0.264 0.210 -0.2733
F 1.19421 -5.65566 1.10650 -0.067 -0.181 0.349 -0.2913
H -1.82159 -3.18767 0.51355 -0.139 -0.099 0.243 0.4830
H -0.22149 -2.59021 0.79204 0.126 0.024 0.354 0.2766
H -0.21240 -0.79652 2.72198 -0.040 -0.037 -0.126 0.1881
H -0.00621 -6.48662 3.24205 0.023 0.050 -0.215 0.2509
C 4.38609 0.65253 -2.76646 -0.168 -0.224 -0.814 -0.8343
C 3.79902 1.37383 -1.53842 0.226 -0.817 -0.174 1.0282
C 4.78405 2.19166 -0.70165 0.261 0.599 0.556 0.0369
F 5.77429 1.44161 -0.19258 -0.233 0.074 -0.088 -0.2020
F 4.13591 2.75410 0.35161 -0.291 -0.078 -0.204 -0.2740
F 3.13251 0.47038 -0.76906 -0.139 0.169 0.123 -0.2931
F 2.84615 2.23867 -2.00375 0.063 0.244 0.013 -0.3428
O 4.72449 -0.72261 -2.61569 0.342 0.364 1.013 -0.3919
C 5.97399 -1.03195 -2.05902 -0.146 0.590 -1.275 0.7480
C 5.85602 -1.72841 -0.70016 0.035 -0.542 0.624 0.2173
F 5.15244 -0.98447 0.18236 -0.076 -0.011 -0.230 -0.2330
F 7.07984 -1.92774 -0.16641 -0.003 0.114 -0.350 -0.2514
F 6.73784 0.07521 -2.01541 0.163 -0.289 0.246 -0.2722
F 6.57508 -1.86715 -2.92824 -0.124 -0.208 0.384 -0.2868
H 3.59098 0.64431 -3.51517 -0.074 -0.046 0.179 0.4471
H 5.19590 1.22013 -3.22865 0.048 0.050 0.328 0.3443
H 5.22432 2.99755 -1.29536 -0.089 -0.054 -0.145 0.3218
H 5.35700 -2.69541 -0.80377 0.019 0.051 -0.199 0.2481
```
Positions in Å, forces in eV/Å.

Summary:
Charge: +1
Total energy in eV: -70186.7423
Highest occupied orbital energy in eV: -13.809
ΔE to the lowest compared entry with this formula, charge and spin in eV: 1.536

Record 3
DFT (wB97M-V/def2-TZVPD) results for one molecule with the formula C20H24FN3O.

XYZ file:
```
49
Properties=species:S:1:pos:R:3:forces:R:3:mulliken_charge:R:1
O 1.23770 -0.01307 2.90678 -0.218 -0.276 0.288 -0.6758
C 1.52125 0.72111 1.98306 -0.032 0.452 -0.176 0.1534
N 2.73718 0.77663 1.40462 0.391 0.062 -0.145 -0.0679
H 2.81051 1.34063 0.56947 -0.147 -0.021 0.019 0.3864
C 3.78331 -0.18799 1.67434 -0.057 -0.038 0.149 -1.2685
C 3.88941 -1.18558 0.54964 0.110 0.049 0.041 0.6683
C 4.97094 -1.18058 -0.31933 -0.045 0.012 0.118 -0.5379
C 5.02809 -2.07781 -1.37246 0.042 -0.059 -0.128 -0.5205
C 3.99822 -2.98055 -1.57137 0.075 -0.034 -0.104 -0.4414
C 2.91261 -2.98816 -0.71062 -0.085 -0.024 0.028 -0.6809
C 2.85977 -2.09675 0.34484 0.017 -0.024 -0.002 -0.1015
H 2.02025 -2.10416 1.02471 -0.122 0.001 0.099 0.4499
H 2.10845 -3.69337 -0.86100 -0.067 -0.066 -0.005 0.4050
H 4.04210 -3.67903 -2.39398 0.006 -0.055 -0.064 0.3899
H 5.87756 -2.07023 -2.03979 0.062 -0.002 -0.057 0.3759
H 5.77657 -0.47580 -0.16800 0.077 0.079 0.031 0.3328
H 3.50526 -0.68856 2.60621 0.139 0.089 -0.082 0.3864
H 4.73180 0.33904 1.81457 -0.064 -0.114 0.036 0.4437
C 0.53883 1.72704 1.38838 -0.088 -0.110 0.077 0.0169
N 0.75473 1.86893 -0.04403 -0.011 0.163 0.194 -0.1410
C 0.11827 3.04286 -0.60487 -0.036 0.105 -0.053 -0.9533
C -1.41983 2.99237 -0.50302 0.038 0.058 0.099 -0.8392
N -1.85474 1.61053 -0.39917 -0.096 0.007 -0.146 0.5202
C -1.09813 0.76768 -1.30494 0.139 -0.031 0.038 -0.7662
C 0.35463 0.68439 -0.79863 -0.002 -0.095 -0.271 -0.6249
H 1.03495 0.57610 -1.65126 -0.059 -0.131 0.051 0.3421
H 0.47824 -0.18833 -0.15725 0.024 -0.040 -0.040 0.1947
H -1.54450 -0.22772 -1.31536 0.044 0.037 -0.087 0.4400
H -1.12746 1.16319 -2.33674 -0.047 -0.044 0.020 0.2324
C -3.28938 1.47205 -0.54711 0.041 0.086 0.092 -1.0874
C -3.75498 0.09930 -0.14110 -0.082 0.004 -0.082 0.3815
C -3.21846 -0.51110 0.98741 -0.099 0.006 -0.102 0.0074
C -3.64030 -1.76645 1.38211 -0.139 -0.190 -0.013 -0.7072
C -4.61591 -2.40346 0.63665 -0.006 0.097 -0.078 0.3854
C -5.17035 -1.82145 -0.48748 -0.026 -0.232 0.164 -0.6425
C -4.72899 -0.56745 -0.87215 0.126 0.073 0.128 -0.4825
H -5.15131 -0.10364 -1.75188 -0.021 0.049 -0.100 0.3700
H -5.92825 -2.34669 -1.04696 -0.068 -0.083 -0.035 0.4288
F -5.03832 -3.62988 1.01482 0.046 0.097 -0.026 -0.3305
H -3.22656 -2.24928 2.25309 0.028 -0.073 0.091 0.4741
H -2.45649 0.00237 1.55211 0.108 0.050 0.077 0.3283
H -3.62065 1.69164 -1.57911 -0.007 0.010 0.090 0.3426
H -3.75701 2.21173 0.11348 0.014 0.037 -0.121 0.3875
H -1.76264 3.51716 0.39386 -0.029 0.056 -0.074 0.4098
H -1.86151 3.49652 -1.38218 0.011 -0.009 0.061 0.3708
H 0.42318 3.09731 -1.65385 -0.022 0.085 0.034 0.3815
H 0.50028 3.93119 -0.09737 -0.014 0.011 -0.099 0.4268
H 0.73089 2.69415 1.86280 -0.011 -0.015 0.025 0.4585
H -0.47921 1.41315 1.64805 0.165 -0.009 0.038 -0.0217
```
Positions in Å, forces in eV/Å.

Summary:
Total energy in eV: -30365.1118
Highest occupied orbital energy in eV: -8.592
Structure (SMILES): O=C(CN1CCN(Cc2ccc(F)cc2)CC1)NCc1ccccc1
ΔE to the lowest compared entry with this formula, charge and spin in eV: 0.919

Record 4
DFT (wB97M-V/def2-TZVPD) results for one molecule with the formula C20H24FN3O5S.

XYZ file:
```
54
Properties=species:S:1:pos:R:3:forces:R:3:mulliken_charge:R:1
C -0.89994 3.01552 -4.95326 -0.183 0.204 0.399 -0.5320
H -1.58891 2.65038 -5.70778 -0.007 -0.054 -0.096 0.3641
H -0.29542 3.82003 -5.36191 0.086 -0.047 -0.097 0.2797
H -0.26791 2.20662 -4.59931 0.087 -0.098 -0.107 -0.0071
S -1.91274 3.65698 -3.58827 0.089 0.152 -0.056 -0.1355
C -0.60106 4.06764 -2.37779 -0.352 -0.051 -0.255 -0.7900
C -0.63767 3.16067 -1.15286 0.040 -0.217 -0.281 -0.8444
H -1.56172 3.34036 -0.59996 0.030 -0.044 0.044 0.4217
H 0.20910 3.41174 -0.51046 -0.018 -0.012 0.096 0.4167
C -0.58711 1.67555 -1.51173 0.284 0.150 -0.311 0.0509
N -0.89367 0.87009 -0.36077 0.021 0.064 0.473 0.0210
C -1.38889 -0.34683 -0.40941 -0.122 -0.176 0.274 -0.0235
C -1.51379 -1.18103 0.68744 0.041 0.140 -0.051 -1.1237
C -1.04799 -0.76083 1.98793 0.012 -0.058 -0.502 1.4285
N -1.19896 -1.67249 3.02647 0.126 0.156 0.382 0.2545
C -1.74921 -2.93946 2.89659 -0.166 -0.088 -0.128 0.4728
O -1.87237 -3.69830 3.82525 -0.022 -0.150 0.093 -0.6094
N -2.15227 -3.27231 1.62713 -0.209 -0.400 -0.220 -0.0425
C -2.09203 -2.49429 0.47932 0.135 0.204 0.146 0.4517
O -2.49275 -2.93037 -0.57860 -0.116 -0.140 -0.240 -0.6874
H -2.55961 -4.19549 1.52752 0.086 0.179 0.037 0.2410
C -0.76839 -1.28166 4.33364 0.117 0.088 0.330 -0.2599
C -1.33443 -0.16719 4.93555 0.101 -0.252 -0.022 -0.0993
C -0.91696 0.22017 6.19517 0.113 -0.048 0.170 -0.7004
C 0.05489 -0.52811 6.83435 -0.047 -0.054 -0.176 0.3457
C 0.62320 -1.64557 6.25002 -0.009 0.150 0.162 -0.7470
C 0.20958 -2.01918 4.98492 -0.148 0.222 -0.090 -0.1601
H 0.63604 -2.88767 4.50885 0.021 -0.077 -0.041 0.3818
H 1.37656 -2.20558 6.78039 0.069 -0.038 0.073 0.4169
F 0.46105 -0.15630 8.06469 -0.019 -0.019 -0.053 -0.3289
H -1.33840 1.08427 6.68328 -0.022 0.080 0.068 0.4213
H -2.09302 0.39791 4.41756 -0.051 0.044 -0.050 0.3873
O -0.52715 0.32945 2.20177 0.013 0.093 0.058 -0.8099
H -0.54236 1.15378 0.56078 -0.102 -0.085 -0.165 0.3820
H -1.73645 -0.72577 -1.36365 0.029 0.044 -0.060 0.4972
C 0.78809 1.25583 -2.08732 -0.622 0.495 0.262 0.2635
O 1.63029 2.03671 -2.44338 0.226 0.018 -0.078 -0.6053
O 0.84801 -0.05835 -2.12908 -0.016 -0.444 -0.056 -0.0985
C 2.02845 -0.77264 -2.59909 0.544 -0.287 -0.247 1.4841
C 1.65008 -2.24269 -2.43055 -0.057 0.431 0.020 -1.6795
H 2.46608 -2.87704 -2.76258 0.104 -0.061 -0.039 0.4420
H 1.43612 -2.45566 -1.38646 -0.002 -0.053 0.124 0.3687
H 0.76216 -2.47179 -3.01350 -0.088 -0.053 -0.086 0.3886
C 3.22995 -0.41477 -1.72822 -0.276 0.138 -0.062 -1.6557
H 2.99966 -0.59612 -0.68034 0.008 -0.055 0.105 0.3706
H 3.49677 0.63126 -1.85380 0.055 0.006 0.004 0.3770
H 4.07950 -1.02894 -2.01214 0.078 -0.106 -0.027 0.4773
C 2.28382 -0.43700 -4.06654 -0.151 0.127 0.246 -1.6494
H 2.54173 0.61298 -4.17879 0.033 0.013 -0.038 0.3692
H 3.10698 -1.03967 -4.43870 0.082 -0.105 -0.038 0.4651
H 1.39743 -0.65086 -4.66034 -0.068 -0.055 -0.079 0.3613
H -1.33404 1.46934 -2.29211 0.131 0.045 0.125 0.2293
H 0.35126 3.98509 -2.89481 0.013 0.102 0.060 0.2723
H -0.76156 5.10160 -2.07509 0.100 -0.017 -0.001 0.4856
```
Positions in Å, forces in eV/Å.

Summary:
Total energy in eV: -49392.8234
Highest occupied orbital energy in eV: -8.846
Structure (SMILES): CSCC[C@H](N/C=C1/C(=O)NC(=O)N(c2ccc(F)cc2)C1=O)C(=O)OC(C)(C)C
ΔE to the lowest compared entry with this formula, charge and spin in eV: 0.175